DFT (ωB97M-V with the def2-TZVPD basis set) results for a 5-piece molecular cluster, C36H81F3NO22P4S2 overall in a non-equilibrium geometry.

```
! wB97M-V def2-TZVPD RIJCOSX def2/J DEFGRID3
* xyz 1 1
C -0.195 -7.913 -0.293
S 0.204 -6.189 0.188
O 1.527 -6.228 0.766
O -0.740 -5.823 1.219
C 0.138 -5.029 -1.254
N -0.756 -5.569 -2.283
C -1.525 -4.735 -2.895
C -1.164 -3.372 -2.318
C -2.106 -2.152 -2.529
C -3.493 -2.239 -1.843
C -3.450 -2.459 -0.297
C -4.677 -1.837 0.437
S -6.091 -2.988 0.357
O -7.272 -2.373 0.866
O -5.718 -4.197 1.046
O -6.390 -3.373 -1.193
C -0.454 -3.601 -0.940
C 0.546 -2.476 -0.564
C 1.642 -2.858 0.476
O 2.666 -1.865 0.429
C 1.170 -2.904 1.974
F 1.564 -1.743 2.523
F 1.755 -3.893 2.650
F -0.166 -2.983 2.153
H -1.270 -8.053 -0.069
H 0.377 -8.548 0.402
H 0.026 -8.132 -1.351
H 1.214 -4.956 -1.517
H -0.819 -6.549 -2.552
H -2.253 -5.004 -3.669
H -0.289 -3.094 -2.974
H -2.271 -2.047 -3.620
H -1.533 -1.254 -2.218
H -3.969 -1.244 -1.987
H -4.182 -2.949 -2.343
H -2.524 -2.079 0.171
H -3.499 -3.552 -0.104
H -4.972 -0.866 0.001
H -4.484 -1.689 1.512
H -6.274 -4.336 -1.276
H -1.105 -3.749 -0.058
H -0.044 -1.653 -0.107
H 0.979 -2.041 -1.490
H 2.141 -3.806 0.181
H 2.691 -1.498 -0.464
O -0.421 1.346 -0.936
P -0.020 2.746 -1.343
O 1.326 2.382 -2.220
C 1.116 1.785 -3.494
C 0.654 2.792 -4.534
O 0.637 3.183 0.100
C 0.197 2.513 1.281
C 1.213 1.458 1.655
O -0.017 4.329 -1.834
C 0.822 5.350 -1.276
C 2.304 5.130 -1.476
H 0.398 0.963 -3.400
H 2.072 1.354 -3.800
H -0.341 3.176 -4.292
H 0.612 2.335 -5.524
H 1.328 3.648 -4.568
H -0.795 2.088 1.149
H 0.118 3.250 2.083
H 1.425 0.782 0.824
H 0.857 0.867 2.501
H 2.164 1.922 1.925
H 0.579 5.509 -0.226
H 0.539 6.271 -1.791
H 2.670 4.281 -0.901
H 2.860 6.012 -1.151
H 2.535 4.940 -2.525
O -2.320 2.408 3.465
P -3.784 2.536 3.790
O -3.691 3.223 5.283
C -3.330 4.603 5.371
C -4.481 5.512 4.977
O -4.021 0.956 4.213
C -3.190 -0.084 3.715
C -2.158 -0.476 4.752
O -5.427 2.759 3.707
C -6.403 1.930 4.352
C -6.339 1.935 5.863
H -2.451 4.801 4.752
H -3.054 4.792 6.409
H -4.722 5.401 3.916
H -4.228 6.556 5.163
H -5.381 5.260 5.538
H -2.723 0.200 2.769
H -3.836 -0.941 3.507
H -1.582 0.386 5.089
H -1.465 -1.221 4.353
H -2.647 -0.892 5.634
H -6.366 0.917 3.953
H -7.371 2.335 4.049
H -5.438 1.449 6.234
H -7.198 1.399 6.272
H -6.345 2.954 6.251
O -0.092 -3.719 -4.862
P -0.253 -4.347 -6.231
O 1.259 -4.959 -6.446
C 1.633 -6.120 -5.706
C 0.998 -7.378 -6.273
O -0.161 -2.958 -7.109
C -0.490 -1.683 -6.557
C 0.774 -0.932 -6.184
O -0.845 -5.142 -7.558
C -0.676 -4.710 -8.920
C 0.757 -4.682 -9.401
H 1.368 -5.994 -4.650
H 2.719 -6.198 -5.767
H -0.089 -7.360 -6.146
H 1.386 -8.266 -5.772
H 1.194 -7.461 -7.341
H -1.168 -1.785 -5.709
H -1.027 -1.124 -7.325
H 1.414 -1.518 -5.522
H 0.532 0.009 -5.689
H 1.364 -0.717 -7.076
H -1.172 -3.755 -9.080
H -1.226 -5.437 -9.522
H 1.337 -3.903 -8.908
H 0.783 -4.486 -10.474
H 1.254 -5.633 -9.207
O 5.346 7.227 3.357
P 5.473 6.343 4.568
O 6.390 5.126 3.939
C 7.776 5.379 3.702
C 8.577 5.376 4.993
O 3.967 5.676 4.483
C 2.885 6.348 3.843
C 2.675 5.788 2.451
O 5.637 5.758 6.115
C 4.889 4.668 6.662
C 5.121 3.336 5.984
H 7.898 6.329 3.173
H 8.135 4.586 3.047
H 8.292 6.216 5.633
H 9.645 5.453 4.784
H 8.392 4.463 5.560
H 3.043 7.426 3.824
H 1.990 6.169 4.445
H 3.593 5.821 1.862
H 1.901 6.344 1.917
H 2.378 4.738 2.504
H 3.829 4.917 6.704
H 5.217 4.586 7.701
H 4.721 3.320 4.971
H 4.628 2.542 6.548
H 6.186 3.111 5.919
*
```

## Properties
- LUMO: -4.47 eV
- HOMO: -11.06 eV
- DFT total energy: -152150.698 eV

Löwdin atomic charge list, values in e, 99 entries: -0.11 0.67 -0.30 -0.29 -0.23 0.11 0.09 -0.22 -0.12 -0.18 -0.20 -0.19 0.61 -0.26 -0.29 -0.16 -0.20 -0.06 -0.22 0.00 -0.55 0.14 0.17 0.13 0.08 0.09 0.06 0.16 0.16 0.17 0.14 0.11 0.12 0.12 0.10 0.11 0.11 0.12 0.09 0.10 0.12 0.14 0.14 0.14 0.10 -0.25 0.66 -0.22 -0.31 -0.07 -0.24 -0.29 -0.06 -0.23 -0.26 -0.07 0.09 0.12 0.07 0.07 0.08 0.09 0.11 0.06 0.07 0.08 0.11 0.12 0.07 0.09 0.07 -0.22 0.66 -0.22 -0.28 -0.08 -0.25 -0.30 -0.06 -0.24 -0.26 -0.07 0.11 0.12 0.07 0.08 0.08 0.10 0.10 0.08 0.07 0.08 0.11 0.12 0.07 0.09 0.07 -0.23 0.68